No. 1
Computed, not measured: a structure of composition C20H50O20SV3 at a distorted geometry, with the ωB97M-V functional and the def2-TZVPD basis.

Output
E_HOMO (spin up / spin down) (eV): -5.757 / -7.425
HOMO-LUMO gap (spin up / spin down) (eV): 5.0 / 6.7
Expectation value of S²: 0.758
Total energy (eV): -150392.67336

The geometry in ORCA input format:
```
! wB97M-V def2-TZVPD RIJCOSX def2/J DEFGRID3
* xyz 0 2
O -8.40483 -17.97735 10.10398
V -8.79004 -16.51189 9.60015
O -9.90782 -16.00345 10.63451
O -7.66940 -11.97628 4.64320
V -7.11640 -12.09339 6.14505
O -6.64891 -10.64794 6.56345
O -11.41580 -12.95254 4.34354
V -11.33025 -14.53421 4.54840
O -12.53054 -14.97546 5.48053
S -8.83855 -14.08498 7.07589
O -9.96074 -14.39177 6.15091
O -7.59600 -14.07156 6.34068
O -8.81979 -12.63458 7.39532
O -8.75734 -15.02949 8.18967
C -9.45566 -13.53073 2.17892
O -9.61490 -14.52146 3.20080
C -8.97699 -15.73163 2.79972
C -9.24152 -16.79249 3.91319
O -10.63660 -16.67236 4.36528
C -11.48483 -17.76842 4.03843
H -10.19403 -13.69997 1.39517
H -8.42015 -13.54762 1.83900
H -9.67815 -12.50276 2.46503
H -7.94063 -15.70876 2.46277
H -9.52822 -15.99798 1.89788
H -8.78813 -16.58014 4.88141
H -8.90223 -17.82208 3.79959
H -11.52486 -17.72548 2.95002
H -12.48219 -17.56246 4.42698
H -11.00877 -18.62364 4.51810
C -5.41730 -12.13386 9.11086
O -5.30191 -12.52129 7.72137
C -4.12025 -12.03293 7.04881
C -3.96858 -12.95249 5.76184
O -5.23972 -12.81344 5.06513
C -5.32212 -13.83175 4.13802
H -6.49829 -12.18549 9.24082
H -5.17128 -11.11800 9.42004
H -4.81932 -12.78382 9.74966
H -3.17261 -12.26646 7.53413
H -4.13531 -10.95741 6.87230
H -3.73734 -13.97109 6.07345
H -3.19312 -12.61810 5.07268
H -5.10857 -14.82101 4.54280
H -4.65761 -13.75305 3.27759
H -6.32344 -13.93670 3.72037
C -6.07663 -16.95457 7.34674
O -6.54712 -16.57490 8.59864
C -5.60831 -15.74269 9.29271
C -6.00240 -15.63039 10.71303
O -7.31842 -15.18107 10.98526
C -7.43164 -14.49508 12.26018
H -5.92616 -16.08029 6.71342
H -6.75033 -17.68533 6.89927
H -5.17002 -17.54948 7.45730
H -5.47570 -14.82890 8.71349
H -4.61956 -16.16102 9.48099
H -5.29639 -15.05270 11.30962
H -5.81491 -16.64666 11.05963
H -6.96677 -13.51481 12.15510
H -7.17752 -14.97805 13.20372
H -8.48561 -14.23786 12.36548
C -10.38989 -19.17369 7.79217
O -10.35582 -17.77589 8.16798
C -11.69232 -17.13678 8.10833
C -12.65161 -17.50132 9.23733
O -12.90645 -18.93085 9.26510
C -14.06447 -19.35858 10.00856
H -10.72031 -19.29400 6.76045
H -11.10874 -19.75219 8.37242
H -9.39603 -19.61980 7.75576
H -12.11054 -17.50396 7.17111
H -11.63992 -16.06259 7.93088
H -13.63588 -17.04911 9.11563
H -12.25883 -17.08054 10.16295
H -14.19270 -20.43844 9.93395
H -14.94769 -18.90477 9.55903
H -14.08847 -19.00392 11.03896
C -16.93210 -14.71415 11.03727
O -15.75608 -14.74217 10.29711
C -14.94412 -13.71671 10.52076
C -13.85299 -13.71587 9.42596
O -12.96411 -12.56438 9.60459
C -11.81070 -12.56311 8.75573
H -16.93061 -14.48280 12.10244
H -17.41320 -15.69214 11.05074
H -17.67494 -14.03683 10.61595
H -14.55191 -13.92934 11.51527
H -15.52041 -12.79324 10.57742
H -14.20002 -13.92313 8.41368
H -13.28052 -14.64120 9.36161
H -10.96814 -12.89959 9.35987
H -11.56964 -11.63205 8.24279
H -11.84022 -13.34357 7.99540
*
```



No. 2
Computed, not measured: a cluster of 5 separate species, C20H50O5 in total at a distorted geometry, with the ωB97M-V functional and the def2-TZVPD basis.

Output
E_HOMO (eV): -9.142
Energy relative to the best compared isomer or geometry (same formula, charge and spin) (kcal/mol): 107.3
HOMO-LUMO gap (eV): 10.0
Structure (SMILES): CCOCC.CCOCC.CCOCC.CCOCC.CCOCC
Total energy (eV): -31773.23639

The geometry in ORCA input format:
```
! wB97M-V def2-TZVPD RIJCOSX def2/J DEFGRID3
* xyz 0 1
C 23.30732 5.59167 96.40764
C 24.61853 6.23425 95.77396
O 24.39793 7.64139 95.56253
C 25.61123 8.29312 95.18625
C 25.47625 9.67760 95.55527
H 23.35271 4.46618 96.13373
H 22.42047 5.76872 95.76033
H 23.32144 5.97631 97.41336
H 24.74332 5.80871 94.86583
H 25.40826 6.15323 96.54207
H 25.65626 7.97087 94.14269
H 26.49946 8.07835 95.71884
H 24.59407 10.18668 95.01300
H 26.52906 9.86253 95.45839
H 25.24232 9.72333 96.58361
C 25.32387 15.40440 104.63336
C 26.18490 14.94998 103.51290
O 25.94373 13.52413 103.48828
C 26.31923 12.71155 102.41648
C 25.68611 11.48614 102.45704
H 25.52462 15.29692 105.70715
H 24.17703 15.24438 104.40116
H 25.45216 16.57515 104.60111
H 27.06557 15.20854 103.64762
H 25.80266 15.53836 102.56587
H 27.42601 12.67074 102.25618
H 26.17794 13.31083 101.59791
H 25.77632 11.03077 103.32560
H 26.09407 11.01141 101.47092
H 24.65151 11.25566 102.47292
C 26.42598 8.93601 99.15193
C 25.32405 8.01821 99.07198
O 24.49561 8.10904 100.26048
C 23.19777 7.64090 100.09773
C 22.47140 7.67883 101.25075
H 26.13688 9.85939 99.29324
H 27.26807 9.16890 98.44334
H 26.98900 8.67033 100.10337
H 25.42923 7.11391 98.88700
H 24.75991 8.23754 97.94275
H 22.97854 6.57369 99.76538
H 22.51548 8.13244 99.36661
H 22.32820 8.81195 101.44377
H 22.98962 7.40591 102.17040
H 21.46454 7.15519 101.20283
C 22.45485 10.66590 97.78151
C 22.98795 11.30120 99.08759
O 22.56696 12.60755 99.09878
C 22.76449 13.35710 100.23549
C 22.20211 14.71783 100.11825
H 22.95168 11.13031 96.82051
H 21.50907 10.97350 97.78679
H 22.59968 9.61596 97.66539
H 24.08680 11.27736 99.04552
H 22.70905 10.87642 99.74488
H 23.87821 13.55206 100.07544
H 22.51830 12.83237 101.06896
H 22.52579 15.43152 100.81631
H 21.18133 14.60964 100.29213
H 22.43843 15.02227 99.10916
C 25.85912 14.11504 97.89069
C 27.08736 13.06700 97.78409
O 27.75700 12.82028 98.91742
C 28.86420 11.90528 98.69145
C 29.35733 11.40527 99.86552
H 25.50275 14.17653 96.95546
H 26.26681 15.04270 98.45726
H 25.09693 13.61132 98.53891
H 27.78107 13.66349 97.07186
H 26.71076 12.27268 97.24123
H 29.72760 12.33892 98.39386
H 28.43517 11.02184 98.24051
H 28.47727 11.01961 100.50361
H 29.78231 12.16082 100.36965
H 29.97384 10.62819 99.93101
*
```



No. 3
Computed, not measured: a structure of composition C20H51F2GaNO10Si, with the ωB97M-V functional and the def2-TZVPD basis.

Output
E_HOMO (eV): -5.463
Energy relative to the best compared isomer or geometry (same formula, charge and spin) (kcal/mol): 0.0
HOMO-LUMO gap (eV): 7.4
Total energy (eV): -109215.73263

The geometry in ORCA input format:
```
! wB97M-V def2-TZVPD RIJCOSX def2/J DEFGRID3
* xyz -1 1
C 2.78971 -3.88549 1.39561
Si 1.53077 -4.08168 0.02928
C 1.79765 -5.75632 -0.77772
C -0.20137 -4.04706 0.76349
C -0.69049 -2.66913 1.25386
C -0.56655 -2.37559 2.74936
F 0.37277 -3.25833 3.30573
F -1.78690 -2.79186 3.33590
Ga -0.23499 -0.41560 3.27499
C 1.61161 0.13967 2.53474
O 2.56746 0.54164 3.60781
N 3.77315 -0.11803 3.39349
O 4.55242 0.53826 2.80209
C 1.62564 -2.65959 -1.18965
C 0.95590 -2.66126 -2.41781
C 0.95301 -1.54356 -3.23729
C 1.64903 -0.39894 -2.86421
C 2.34789 -0.38746 -1.66468
C 2.33330 -1.50500 -0.84062
H 2.60877 -4.69821 2.10235
H 2.60123 -2.96699 1.95050
H 3.82866 -3.92589 1.07275
H 1.70498 -6.50201 0.01709
H 1.06297 -6.00734 -1.54210
H 2.80554 -5.84837 -1.18301
H -0.29033 -4.79988 1.54789
H -0.86389 -4.36335 -0.05073
H -0.23770 -1.85676 0.68064
H -1.76251 -2.60630 1.05657
H -0.18690 -0.32268 4.86661
H -1.35268 0.55400 2.64579
H 2.04632 -0.73419 2.04351
H 1.58749 0.97280 1.83328
H 0.39513 -3.53821 -2.72384
H 0.40374 -1.55285 -4.17103
H 1.64651 0.49990 -3.46668
H 2.87917 0.49767 -1.33742
H 2.87094 -1.47099 0.09777
C 5.58084 -2.74351 4.42943
O 5.69128 -3.75085 3.42485
H 4.62142 -2.25521 4.30682
H 5.62624 -3.18217 5.43129
H 6.37281 -1.99570 4.32583
H 6.53910 -4.18706 3.53562
C -1.16877 1.88438 -3.33421
O 0.07747 2.43387 -3.77758
H -0.99274 0.84481 -3.06709
H -1.53312 2.41940 -2.45744
H -1.91010 1.93320 -4.13862
H -0.07515 3.35083 -4.01706
C 3.70038 4.06674 1.53264
O 3.06735 3.29862 2.53533
H 3.15239 5.00370 1.44499
H 4.74169 4.29776 1.78471
H 3.68183 3.56400 0.55946
H 3.53974 2.46153 2.62280
C -2.85432 2.99665 0.54332
O -3.02670 3.01614 -0.88168
H -2.08067 3.72138 0.77834
H -3.77587 3.27725 1.05822
H -2.53332 2.01436 0.89186
H -3.70216 2.36650 -1.09990
C 3.79764 0.27564 6.94415
O 2.53098 0.88702 6.81120
H 3.76910 -0.33307 7.84656
H 4.02229 -0.37773 6.09430
H 4.60488 1.01084 7.04629
H 2.53949 1.39728 5.99432
C -3.69700 5.42754 -3.49772
O -4.75845 4.90716 -2.71096
H -4.15233 6.03331 -4.27957
H -3.03332 6.06550 -2.90637
H -3.11514 4.63112 -3.96682
H -4.36292 4.36283 -2.01987
C -5.81113 2.90674 -5.49018
O -4.64070 3.51908 -6.03618
H -5.55439 1.88549 -5.23769
H -6.13624 3.42232 -4.58405
H -6.62720 2.89909 -6.22084
H -4.85562 4.42757 -6.25958
C -7.68857 -0.42738 -4.35289
O -6.59289 0.30489 -3.81967
H -8.16367 0.21081 -5.09440
H -7.36064 -1.34823 -4.84225
H -8.42326 -0.67527 -3.58233
H -6.15796 -0.24420 -3.16169
*
```